# 1
Computed, not measured: the molecule C5H6O3, with ωB97M-V with the def2-TZVPD basis set.

The value obtained for the max |F| is 4.49 eV/Å. The calculated total energy is -11419.073 eV. The frontier orbital gap (alpha / beta) is 7.463 / 7.462 eV. The LUMO energy (alpha / beta) comes out at -1.40 / -1.40 eV.

```
! RIJCOSX wB97M-V def2-TZVPD def2/J DEFGRID3
* xyz 0 1
O -1.880 -0.491 1.615
O 2.163 0.184 -1.164
O 0.070 1.727 -0.023
C 1.403 -1.002 0.872
C -0.190 0.498 -0.040
C -1.105 -0.134 -1.086
C -0.839 0.084 1.471
C 1.443 -0.319 -0.177
H -1.308 -1.174 -0.842
H -2.037 0.429 -1.108
H 1.820 1.083 -1.329
H 1.607 -1.660 1.682
H -0.524 0.865 2.190
H -0.623 -0.090 -2.062
*
```



# 2
Computed, not measured: a cluster of 2 separate species, CH4OS in total, with ωB97M-V with the def2-TZVPD basis set.

The value obtained for the max |F| is 2.21 eV/Å. The calculated total energy is -13983.316 eV. The frontier orbital gap is 10.481 eV. The LUMO energy comes out at 0.50 eV. As for the SMILES: C=O.S.

```
! RIJCOSX wB97M-V def2-TZVPD def2/J DEFGRID3
* xyz 0 1
S -1.745 0.425 -1.264
O 1.703 0.127 1.727
C 1.492 -0.234 0.604
H 1.080 0.501 -0.120
H 1.808 -1.144 0.123
H -1.306 -0.265 -0.170
H -3.033 0.589 -0.901
*
```



# 3
Computed, not measured: a structure of composition C6H14NO, with ωB97M-V with the def2-TZVPD basis set.

The value obtained for the max |F| is 3.94 eV/Å. The calculated total energy is -9974.810 eV. The frontier orbital gap is 5.375 eV. The LUMO energy comes out at -7.66 eV.

```
! RIJCOSX wB97M-V def2-TZVPD def2/J DEFGRID3
* xyz 1 1
O 3.770 -0.719 0.818
N -1.942 -0.529 1.693
C -2.252 0.916 -0.342
C 1.944 -0.032 -0.467
C -0.347 -0.756 -0.950
C 0.649 0.048 -0.178
C -1.607 0.138 -1.392
C 2.986 0.438 0.522
H -1.255 0.876 -2.136
H -1.778 1.865 -0.118
H 2.429 0.729 1.407
H -3.313 1.020 -0.560
H -0.013 -1.240 -1.870
H -2.303 -0.567 -1.841
H 2.344 -0.489 -1.365
H -2.473 -1.392 1.576
H 4.549 -0.479 1.326
H -2.348 0.089 0.818
H -0.764 -1.546 -0.326
H 3.614 1.218 0.082
H -2.121 -0.142 2.616
H 0.233 0.553 0.688
*
```



# 4
Computed, not measured: a structure of composition C13H36KN3O18S2V, with ωB97M-V with the def2-TZVPD basis set.

The value obtained for the max |F| is 4.38 eV/Å. The calculated total energy is -119053.746 eV. The frontier orbital gap is 5.803 eV. The LUMO energy comes out at -6.76 eV.

```
! RIJCOSX wB97M-V def2-TZVPD def2/J DEFGRID3
* xyz 1 1
V 19.362 7.976 -23.518
K 22.920 6.895 -22.068
S 16.428 1.619 -18.138
S 23.546 1.880 -18.335
O 12.753 5.646 -22.030
O 20.395 5.886 -22.666
O 14.191 6.651 -20.517
O 18.056 8.862 -23.566
O 16.441 4.967 -25.893
O 17.795 1.347 -18.603
O 24.072 3.093 -17.703
O 16.836 3.504 -24.374
O 19.771 7.645 -25.025
O 22.407 1.178 -17.333
O 18.385 6.372 -22.070
O 17.215 9.034 -17.649
O 16.192 3.246 -18.600
O 21.333 1.189 -24.472
O 19.176 -0.113 -23.053
O 24.519 0.877 -18.811
O 16.118 1.304 -16.779
O 17.049 10.271 -19.562
N 13.877 5.853 -21.491
N 17.156 4.299 -25.188
N 17.319 9.228 -18.872
C 21.531 1.978 -16.537
C 17.826 8.008 -19.652
C 21.731 2.315 -23.832
C 22.354 2.308 -19.700
C 18.558 4.552 -25.333
C 19.382 5.583 -21.951
C 15.270 0.828 -19.361
C 16.417 4.228 -17.597
C 20.947 1.100 -15.425
C 18.522 1.028 -22.582
C 19.389 4.412 -20.945
C 17.869 4.309 -17.191
C 15.061 5.058 -21.904
H 22.767 2.328 -23.494
H 21.479 3.115 -24.529
H 17.058 7.785 -20.393
H 15.462 4.647 -20.978
H 15.421 1.299 -20.332
H 15.805 4.042 -16.715
H 20.375 1.215 -24.532
H 14.614 4.257 -22.494
H 20.676 2.327 -17.116
H 19.554 4.903 -19.986
H 22.894 2.748 -20.538
H 17.450 0.832 -22.618
H 14.312 1.136 -18.941
H 18.801 4.505 -26.394
H 18.734 5.559 -24.954
H 21.091 2.599 -22.997
H 18.472 3.851 -20.766
H 18.070 5.359 -16.976
H 18.859 1.307 -21.584
H 18.737 8.226 -20.209
H 17.946 7.135 -19.011
H 20.063 0.535 -15.723
H 19.165 3.789 -24.845
H 16.018 5.119 -18.081
H 15.815 5.554 -22.515
H 20.248 3.769 -21.139
H 21.912 2.930 -16.167
H 21.910 1.358 -19.996
H 18.571 4.000 -17.965
H 21.742 3.009 -19.132
H 17.980 3.720 -16.280
H 15.371 -0.250 -19.480
H 20.013 -0.198 -22.591
H 18.776 1.829 -23.276
H 21.762 0.466 -15.076
H 20.672 1.576 -14.483
*
```